ORCA calculation (ωB97M-V/def2-TZVPD) on C2H4InO2 as an isolated structure in a non-equilibrium geometry.

Summary:
Largest force on an atom ... 9.7 eV/A
Gap between HOMO and LUMO (spin up / spin down) ... 6.4766 / 9.2021 eV
DFT total energy ... -11381.278 eV
Spin multiplicity ... 2
<S²> ... 0.755
Net charge ... +2

Each line ends with the Mulliken spin population.
Atoms and positions in Å:
H -0.23213 1.19458 -1.96666  0.0003
C 1.23522 -0.31465 -1.07363  0.0408
C -0.56794 0.83561 -0.94835  0.0610
O -1.16960 -0.25949 -0.58917  -0.0121
O 1.30844 -0.53983 0.21114  0.0273
H 1.94176 0.42302 -1.48296  -0.0023
H -0.83642 1.73319 -0.36389  0.0024
In -0.35974 -1.00355 0.91239  0.8797
H 1.00251 -1.12988 -1.77829  0.0029

ORCA calculation (ωB97M-V/def2-TZVPD) on C2H4LiNaO2 as an isolated structure in a non-equilibrium geometry.

Summary:
Largest force on an atom ... 1.7 eV/A
Gap between HOMO and LUMO (spin up / spin down) ... 3.4158 / 5.6148 eV
DFT total energy ... -10855.162 eV
Spin multiplicity ... 2
<S²> ... 0.750
Net charge ... -1

Each line ends with the Mulliken spin population.
Atoms and positions in Å:
O 1.07987 2.12360 -0.00233  0.0013
H 1.28640 2.29131 0.91614  0.0003
C 0.72494 -0.77968 0.65956  0.0187
C -0.04979 -1.11140 -0.42476  -0.0217
O -0.85788 -0.28256 -1.08461  0.0652
H 0.32303 -0.08063 1.40493  -0.0018
H 1.49136 -1.48211 0.99438  -0.0029
H -0.30365 -2.17832 -0.55447  -0.0061
Na -3.40736 -0.13471 -0.84968  1.0607
Li -0.28691 1.63450 -1.05916  -0.1137

ORCA calculation (ωB97M-V/def2-TZVPD) on C2H4LiO2Tb as an isolated structure in a non-equilibrium geometry.

Summary:
Largest force on an atom ... 6.2 eV/A
Gap between HOMO and LUMO (spin up / spin down) ... 8.6764 / 9.4253 eV
DFT total energy ... -28855.748 eV
Spin multiplicity ... 7
<S²> ... 12.766
Net charge ... +2

Each line ends with the Mulliken spin population.
Atoms and positions in Å:
O 2.50131 0.28815 0.71546  -0.1047
C -1.02366 0.61266 0.08079  0.0019
C -1.17586 -0.53027 -0.82674  0.0061
O -0.63853 -0.81100 0.47434  -0.0421
Li 4.00582 0.99138 0.30909  -0.0027
Tb 1.43326 -1.47295 1.15857  6.1383
H -0.39654 1.44840 0.39055  -0.0006
H -1.99218 1.03548 0.36014  0.0000
H -0.54642 -0.58935 -1.71693  0.0030
H -2.16720 -0.97249 -0.94526  0.0009

ORCA calculation (ωB97M-V/def2-TZVPD) on a 2-piece molecular cluster, C2H4N2 overall in a non-equilibrium geometry.

Summary:
Largest force on an atom ... 2.4 eV/A
Gap between HOMO and LUMO (spin up / spin down) ... 8.8027 / 9.5511 eV
DFT total energy ... -5115.207 eV

Each line ends with the Löwdin charge.
Atoms and positions in Å:
C -0.73414 1.16024 0.03558  -0.3228
C 0.58235 0.78454 -0.23100  0.0079
N -1.72138 1.20337 0.63145  0.1448
N 0.25573 -1.53206 0.04760  0.0702
H 0.98389 0.79574 -1.24169  0.0666
H 1.30525 0.74214 0.55646  0.0648
H -0.27447 -1.38611 0.89949  -0.0195
H -0.39724 -1.76786 -0.69789  -0.0120

ORCA calculation (ωB97M-V/def2-TZVPD) on C2H4N2 as an isolated structure in a non-equilibrium geometry.

Summary:
Largest force on an atom ... 1.1 eV/A
Gap between HOMO and LUMO ... 13.3562 eV
DFT total energy ... -5116.463 eV

Each line ends with the Löwdin charge.
Atoms and positions in Å:
C 0.61123 2.29038 0.71262  -0.0815
C 1.99699 -1.30582 -1.90096  -0.1084
N 0.54969 1.36893 0.04823  0.0560
N 1.82695 -0.85562 -2.93239  0.0503
H 0.67311 3.14383 1.33535  0.0450
H -3.72795 -1.24237 1.57533  0.0002
H 2.16362 -1.72556 -0.94499  0.0387
H -4.09363 -1.67378 2.10681  -0.0002

ORCA calculation (ωB97M-V/def2-TZVPD) on a 2-piece molecular cluster, C2H4N2O overall.

Summary:
Largest force on an atom ... 1.0 eV/A
Gap between HOMO and LUMO ... 9.6608 eV
DFT total energy ... -7162.727 eV

Each line ends with the Löwdin charge.
Atoms and positions in Å:
N -0.13856 -1.69202 0.91034  0.1304
C 0.42421 -1.31968 -0.08790  0.0042
N 0.62240 0.69266 -0.24196  -0.0292
C -0.57227 1.33918 -0.37830  -0.4723
O -0.91877 2.34914 0.20462  -0.0055
H -0.27765 -2.68562 1.07291  0.0898
H 0.89947 -0.61772 -0.86205  0.0742
H 1.19399 1.08789 0.50404  0.0897
H -1.23282 0.84616 -1.12171  0.1187